{
  "formula": "C29H56N6O7",
  "method": "ωB97M-V with the def2-TZVPD basis set",
  "species": ["O", "O", "O", "O", "O", "O", "O", "N", "N", "N", "N", "N", "N", "C", "C", "C", "C", "C", "C", "C", "C", "C", "C", "C", "C", "C", "C", "C", "C", "C", "C", "C", "C", "C", "C", "C", "C", "C", "C", "C", "C", "C", "H", "H", "H", "H", "H", "H", "H", "H", "H", "H", "H", "H", "H", "H", "H", "H", "H", "H", "H", "H", "H", "H", "H", "H", "H", "H", "H", "H", "H", "H", "H", "H", "H", "H", "H", "H", "H", "H", "H", "H", "H", "H", "H", "H", "H", "H", "H", "H", "H", "H", "H", "H", "H", "H", "H", "H"],
  "xyz": [[-0.682, 1.354, 5.664], [4.206, 3.029, -1.441], [2.176, -1.588, -3.165], [-3.672, -0.152, 0.479], [-0.196, 2.013, -0.857], [-3.386, -1.275, -3.870], [7.173, 0.184, 2.490], [0.928, 1.065, -5.878], [0.285, 0.162, 0.459], [-5.858, 0.210, 0.059], [-3.522, -3.678, 5.244], [0.728, -6.369, 0.275], [-3.828, 3.910, 0.157], [1.180, 1.647, -4.897], [-4.878, -0.321, 0.804], [-2.219, 4.895, -1.720], [1.505, -0.200, -0.244], [1.517, 2.414, -3.666], [-2.104, -1.916, -1.895], [0.341, -0.051, 7.402], [2.477, 4.654, -1.695], [-3.109, 4.279, -0.680], [-2.996, -2.518, 2.979], [0.861, -3.554, -3.797], [-0.486, 1.225, 0.046], [2.123, -2.679, -3.741], [3.299, 3.677, -0.934], [-5.685, 0.951, -1.195], [1.895, -4.168, 0.968], [6.306, 1.227, 0.500], [-1.289, -0.885, 5.448], [-1.175, -0.292, -3.666], [-0.555, 0.230, 6.136], [3.322, -3.173, -4.526], [3.143, 3.616, 0.603], [4.776, 0.138, 2.232], [1.275, -5.413, 0.555], [-2.322, -1.109, -3.198], [-3.294, -3.148, 4.228], [6.181, 0.500, 1.810], [-0.280, -0.740, 1.440], [-7.308, -0.024, 0.410], [0.673, 3.023, -3.341], [1.989, 0.604, -0.799], [-1.194, -2.501, -2.022], [1.674, 1.650, -2.905], [7.329, 1.601, 0.452], [-1.515, 0.604, -4.185], [2.122, 3.429, 0.936], [2.590, 5.550, -1.085], [3.567, 4.586, 0.863], [0.147, -1.025, 7.850], [-1.553, 4.121, -2.103], [1.915, -3.573, 0.055], [-0.198, -1.768, 1.088], [-0.725, -1.248, 4.588], [-1.333, -1.698, 6.173], [-0.541, -0.915, -4.297], [1.071, -4.495, -4.304], [3.183, -3.086, -5.604], [1.430, 4.354, -1.655], [-2.899, 5.220, -2.506], [0.132, 0.616, 8.239], [-0.528, 0.056, -2.861], [-1.926, -2.373, 2.830], [2.255, -0.706, 0.364], [3.754, 2.845, 1.071], [4.213, -2.609, -4.251], [-1.308, -0.525, 1.730], [4.687, -0.946, 2.302], [4.611, 0.623, 3.195], [-7.741, 0.930, 0.709], [0.095, -3.088, -4.418], [2.854, 4.811, -2.706], [2.382, 3.070, -3.763], [6.219, 0.505, -0.311], [-7.838, -0.503, -0.413], [-1.976, -1.197, -1.086], [-2.252, -0.499, 5.112], [-7.560, -0.568, 1.320], [5.532, 1.994, 0.481], [-2.941, -2.598, -1.742], [-3.480, -1.541, 2.962], [-6.336, 1.819, -1.295], [4.029, 0.519, 1.535], [-6.035, 0.239, -1.942], [-1.396, 1.313, 0.660], [1.388, 0.000, 7.104], [1.394, -3.682, 1.805], [-4.653, 1.274, -1.334], [1.173, -0.932, -0.981], [-5.309, -0.811, 1.691], [-1.646, 5.734, -1.324], [0.237, -0.626, 2.393], [3.403, -4.234, -4.292], [0.477, -3.824, -2.813], [-3.386, -3.184, 2.210], [2.891, -4.463, 1.299]],
  "mulliken_charge": [-0.5227, -0.5424, -0.4529, -0.3972, -0.5703, -0.6800, -0.4815, -0.5535, 0.4149, 0.2479, -0.4667, -0.3081, -0.4548, 0.0298, 0.0988, -0.3005, 0.2337, 0.4406, 0.1037, -1.2081, -1.4033, 0.3588, 0.2812, -1.0567, -0.2279, 1.0278, 1.3698, -0.8532, -0.6224, -0.6728, -0.8439, -0.3968, 0.8197, -1.5314, -0.9635, -0.3477, 0.1182, 0.5595, -0.1210, 0.5041, -0.4164, -1.0115, -0.0329, -0.1828, -0.1562, -0.2872, 0.3402, 0.3948, 0.2892, 0.5358, 0.4990, 0.3790, -0.2075, -0.3463, -0.1537, 0.0405, 0.3063, 0.1096, 0.4450, 0.3151, 0.0217, 0.3467, 0.3325, -0.1637, -0.1297, -0.0859, -0.0830, 0.3530, 0.1236, 0.4411, 0.1956, 0.3596, 0.2644, 0.3448, 0.4225, 0.3024, 0.2972, -0.3058, 0.1824, 0.3435, 0.0011, 0.3522, -0.0249, 0.3197, -0.5113, 0.4087, 0.5234, 0.2829, 0.0330, 0.0884, 0.1660, 0.1365, 0.2879, 0.1772, 0.4487, 0.1513, 0.4917, 0.6157],
  "spin_multiplicity": 2,
  "s2": 0.75,
  "lumo_energy_ev": [1.92, 1.86],
  "gap_ha": [0.0639, 0.3341],
  "e_homo_ev": [0.18, -7.23],
  "max_force_ev_per_a": 3.91,
  "total_charge": -1
}

=====

{
  "formula": "C29H57Li2O14P",
  "method": "ωB97M-V with the def2-TZVPD basis set",
  "species": ["P", "O", "O", "O", "O", "O", "O", "O", "O", "O", "O", "O", "O", "O", "O", "C", "C", "C", "C", "C", "C", "C", "C", "C", "C", "C", "C", "C", "C", "C", "C", "C", "C", "C", "C", "C", "C", "C", "C", "C", "C", "C", "C", "C", "Li", "Li", "H", "H", "H", "H", "H", "H", "H", "H", "H", "H", "H", "H", "H", "H", "H", "H", "H", "H", "H", "H", "H", "H", "H", "H", "H", "H", "H", "H", "H", "H", "H", "H", "H", "H", "H", "H", "H", "H", "H", "H", "H", "H", "H", "H", "H", "H", "H", "H", "H", "H", "H", "H", "H", "H", "H", "H", "H"],
  "xyz": [[-1.135, -4.922, -0.585], [-1.815, -2.459, -3.485], [1.941, 3.484, 1.638], [-0.617, -4.725, 0.840], [-2.223, -3.784, -0.651], [-1.669, 4.513, -2.194], [0.392, -2.083, 0.004], [4.190, -1.045, -1.843], [1.030, -3.803, 3.119], [0.286, 2.859, 4.254], [0.153, 0.093, 0.412], [-0.405, -0.852, -1.529], [-3.462, -2.044, 2.043], [-1.812, -6.340, -0.734], [-0.003, -4.544, -1.523], [-3.157, -0.680, 1.873], [-3.734, -0.397, 0.545], [-0.084, 1.792, 5.041], [-2.233, 3.484, -2.983], [-1.209, -1.911, -4.636], [-0.881, 3.298, 3.464], [2.633, 4.474, 0.822], [5.201, -0.564, -2.731], [-0.980, 0.970, 4.158], [0.537, -2.513, 3.556], [-1.658, 2.168, -2.342], [-3.588, -1.755, -4.727], [1.483, -2.269, 4.766], [-4.987, -1.222, 0.549], [-0.404, 4.129, -1.790], [0.060, -0.957, -0.392], [4.787, 0.816, -2.991], [2.597, 2.216, 1.665], [-1.655, 2.030, 3.224], [-2.351, -1.560, -5.585], [3.914, 2.470, 1.012], [2.777, -3.011, 4.529], [2.950, -0.351, -2.146], [-3.085, -1.918, -3.313], [2.467, -3.741, 3.228], [3.338, 0.536, -3.258], [-0.251, 2.612, -1.859], [3.792, 3.673, 0.135], [-4.690, -2.396, 1.401], [1.007, -4.099, 0.142], [-0.981, -2.805, -1.733], [4.250, 1.623, 0.414], [-2.420, -2.075, -6.543], [-5.492, -2.246, 2.123], [0.882, -2.644, 5.594], [5.250, -1.131, -3.660], [-3.747, -2.448, -2.628], [-0.591, -2.723, -5.022], [4.930, 1.350, -2.051], [3.022, 5.173, 1.562], [-4.773, -3.351, 0.881], [1.847, -1.256, 4.939], [-2.722, 2.140, 3.423], [3.449, 3.511, -0.887], [-4.068, -2.688, -5.025], [0.073, 2.189, -0.908], [-0.480, 2.188, 5.977], [-3.775, 0.613, 0.137], [-0.439, 3.730, 2.566], [-3.026, -0.827, -0.162], [-1.469, 1.418, -3.110], [-3.666, -0.177, 2.696], [2.790, 1.478, -3.214], [-2.120, -0.358, 1.971], [-3.320, 3.515, -3.061], [-1.510, 1.790, 2.171], [1.981, 1.465, 1.171], [-1.694, 0.389, 4.743], [-0.329, 0.301, 3.595], [6.169, -0.517, -2.233], [-2.942, -0.925, -2.889], [0.579, -1.748, 2.781], [3.065, -3.720, 5.304], [2.867, -3.196, 2.374], [-0.224, 4.563, -0.806], [4.677, 4.310, 0.161], [0.771, 1.322, 5.527], [5.373, 1.287, -3.780], [2.690, 0.203, -1.244], [2.817, -4.774, 3.233], [0.354, 2.309, -2.713], [-1.918, 3.411, -4.024], [-2.203, 1.853, -1.452], [4.701, 2.607, 1.753], [3.608, -2.346, 4.294], [2.745, 1.960, 2.715], [-0.518, -2.652, 3.794], [-0.532, -1.098, -4.376], [-5.890, -0.659, 0.784], [2.254, -1.104, -2.514], [-2.193, -0.492, -5.736], [1.902, 4.848, 0.106], [0.400, 4.612, -2.345], [-1.461, 4.041, 4.013], [-5.193, -1.414, -0.504], [0.021, 0.659, -0.352], [-4.480, -1.130, -4.764], [3.261, -0.022, -4.191]],
  "mulliken_charge": [0.5321, -0.1448, -0.2750, -0.6104, -0.5057, -0.4741, -0.3657, -0.4570, -0.3463, -0.4050, 0.8064, -0.8977, -0.4560, -0.4274, -0.7150, 0.2082, 0.9695, -0.7113, -0.7492, -0.2617, -0.3010, -0.5729, -0.6795, 0.4015, 0.5086, 0.8482, -0.8022, -0.2765, -0.9290, -0.4364, -0.1563, -0.3844, 0.5422, 0.0999, -0.6500, -0.5996, -0.6043, 1.2386, 0.2860, -0.4114, -0.3963, 0.5320, -0.3264, -0.4589, 0.8185, 0.7679, 0.2630, 0.3012, 0.2988, 0.3093, 0.3060, 0.2987, 0.3784, 0.0070, 0.3282, 0.3620, 0.1009, 0.4934, 0.0854, 0.3182, -0.3081, 0.2589, 0.2921, 0.0564, -0.6241, -0.2226, 0.1856, 0.0843, -0.4902, 0.3869, -0.2975, -0.3230, 0.4759, -0.5411, 0.3706, -0.2320, -0.6426, 0.2403, 0.2084, 0.1650, 0.4084, 0.3157, 0.4460, -0.7302, 0.3239, -0.0302, 0.3248, -0.2533, 0.3550, 0.3027, 0.1482, 0.3231, 0.0469, 0.3977, -0.1857, 0.2515, 0.0730, 0.2654, 0.2455, 0.2323, -0.7322, 0.4184, 0.3874],
  "spin_multiplicity": 2,
  "s2": 0.76,
  "lumo_energy_ev": [2.17, 1.18],
  "gap_ha": [0.2519, 0.2101],
  "e_homo_ev": [-4.69, -4.53],
  "max_force_ev_per_a": 5.55,
  "total_charge": -1
}